[1]
Molecular formula: H30O15
Method: DFT, ωB97M-V/def2-TZVPD

Element x y z (Å)
O1 2.3918 -1.9582 1.1098
H1 1.4318 -2.0382 1.0368
H2 2.6648 -1.0732 1.3158
O2 1.7448 1.7818 -2.8482
H3 2.0398 2.4488 -3.4612
H4 1.1328 2.2918 -2.3842
O3 0.4738 -1.3442 4.3378
H5 -0.3182 -1.9002 4.4168
H6 0.4758 -1.0362 3.3728
O4 -0.2132 -2.7352 1.5148
H7 -0.6612 -3.1212 0.7768
H8 0.2458 -3.5212 1.8218
O5 -0.5432 -2.7832 -2.5182
H9 -0.8292 -2.9372 -3.4442
H10 -0.2742 -1.8912 -2.6572
O6 -1.5592 1.9208 1.6118
H11 -2.1772 1.9638 2.3338
H12 -2.0712 1.8878 0.7798
O7 -2.2292 -1.2212 2.6818
H13 -1.7092 -1.7242 2.0448
H14 -2.8572 -0.6772 2.2118
O8 0.5828 0.4428 2.1708
H15 1.1198 1.0958 1.7298
H16 -0.2642 0.8438 2.0718
O9 -2.5412 -1.9912 -0.2662
H17 -2.8802 -2.3442 -1.1012
H18 -1.7352 -1.5122 -0.4912
O10 2.5638 0.3978 -0.8082
H19 3.4478 0.0908 -0.9052
H20 2.4678 0.8878 -1.6242
O11 -2.4652 1.2488 -0.8912
H21 -1.5212 1.0078 -1.0662
H22 -2.8682 0.4338 -0.5612
O12 0.0128 3.0858 -0.8402
H23 -0.9202 3.1168 -0.6612
H24 0.4518 3.9278 -0.9122
O13 0.1488 -0.2662 -3.5692
H25 0.5718 -0.6992 -4.3042
H26 0.6898 0.4858 -3.4122
O14 -0.1242 -0.2952 -0.4222
H27 0.6318 0.1798 -0.6512
H28 -0.0282 -0.3162 0.5258
O15 1.8388 2.6038 1.0128
H29 1.0188 2.6698 0.4878
H30 2.6408 2.5748 0.4338

Values from the calculation:
orbital gap	8.9	eV
E	-31200.37312	eV
lowest unoccupied orbital energy	-0.5945	eV
energy relative to the best compared isomer or geometry (same formula, charge and spin)	124.7	kJ/mol

=====

[2]
Molecular formula: H30O15
Method: DFT, ωB97M-V/def2-TZVPD

Element x y z (Å)
O1 10.1541 -18.3174 9.8594
H1 9.8403 -19.0860 10.3911
H2 9.3339 -17.9478 9.4898
O2 11.0322 -18.5560 13.9863
H3 10.5900 -17.9960 13.2865
H4 10.4343 -18.4770 14.7133
O3 8.2645 -18.3430 14.9996
H5 7.7187 -18.1742 15.7798
H6 8.3646 -17.4169 14.7925
O4 12.5106 -17.6836 8.5392
H7 11.6352 -17.6187 8.9172
H8 13.0505 -17.0308 8.9804
O5 9.7889 -17.0259 12.2093
H9 8.8833 -17.2081 12.0471
H10 10.1657 -17.4245 11.4535
O6 9.1059 -13.9537 12.3268
H11 8.6045 -14.3526 11.5954
H12 8.4605 -13.4637 12.8834
O7 8.1522 -15.1000 10.1406
H13 8.8373 -15.0064 9.4931
H14 7.5057 -14.4874 9.9031
O8 9.6974 -20.1595 12.1208
H15 10.0392 -21.0285 12.1636
H16 10.0798 -19.7497 12.8600
O9 7.0568 -17.6258 12.1185
H17 6.8132 -17.9019 13.0301
H18 6.8728 -18.4245 11.6210
O10 7.6701 -17.4076 9.0928
H19 7.8276 -16.5892 9.6134
H20 7.6573 -17.1602 8.1792
O11 8.8509 -15.7494 14.5763
H21 8.8408 -15.4649 13.6366
H22 8.2751 -15.1582 15.1339
O12 12.9112 -16.7559 11.6566
H23 12.5304 -16.2035 10.9713
H24 13.8222 -16.5972 11.6024
O13 6.0564 -15.1755 13.2048
H25 5.7373 -15.6509 13.9750
H26 6.2442 -15.9233 12.6310
O14 11.0543 -15.2888 10.1515
H27 10.4044 -15.4098 10.8810
H28 11.1540 -14.3343 9.9871
O15 12.5226 -19.5228 11.1596
H29 12.0132 -19.8597 10.4332
H30 12.1635 -18.6869 11.2384

Values from the calculation:
orbital gap	9.2	eV
E	-31200.32744	eV
lowest unoccupied orbital energy	-0.4752	eV
energy relative to the best compared isomer or geometry (same formula, charge and spin)	129.1	kJ/mol

=====

[3]
Molecular formula: H30O15
Method: DFT, ωB97M-V/def2-TZVPD

Element x y z (Å)
O1 -5.6450 9.5700 -18.2640
H1 -6.3560 10.1970 -18.4140
H2 -4.9700 9.7830 -18.9650
O2 -2.3160 8.4380 -15.2570
H3 -1.7320 7.7480 -15.3970
H4 -1.7970 9.1650 -15.6080
O3 -0.9360 10.2980 -21.6000
H5 0.0060 10.2350 -21.4360
H6 -1.2370 9.3760 -21.5720
O4 -0.1790 7.3680 -18.6420
H7 0.0870 7.2600 -17.7320
H8 -0.6480 8.1910 -18.5690
O5 -0.3640 10.4050 -16.1800
H9 -0.5220 10.4180 -17.1300
H10 0.1270 11.2220 -16.0170
O6 -3.6790 7.8420 -17.4730
H11 -3.3760 8.1490 -16.6290
H12 -4.4390 8.4110 -17.6920
O7 -1.2510 9.8350 -18.7640
H13 -2.0660 10.1520 -18.3970
H14 -0.8070 10.4020 -19.4270
O8 -3.1010 10.9250 -16.6850
H15 -3.9210 10.7480 -16.2610
H16 -2.6310 11.5740 -16.1650
O9 -2.4160 13.3990 -18.5510
H17 -2.7700 12.6730 -19.0620
H18 -2.0760 13.9820 -19.2560
O10 -2.0980 12.7390 -21.6330
H19 -1.3530 13.1040 -22.1340
H20 -1.7830 11.8310 -21.6410
O11 0.0800 12.1640 -19.7410
H21 -0.6620 12.6800 -19.9870
H22 0.8410 12.6970 -19.9080
O12 1.6520 9.5420 -20.7730
H23 1.3620 8.6840 -21.0890
H24 1.9530 10.0290 -21.5570
O13 -4.1430 8.8300 -20.4810
H25 -4.5590 9.5500 -20.9880
H26 -3.2950 9.2010 -20.3330
O14 -4.0500 11.5190 -19.3730
H27 -4.5420 11.6640 -18.5110
H28 -4.7790 11.6150 -20.0070
O15 2.4690 10.7840 -18.4680
H29 1.9470 10.1910 -18.9850
H30 2.1920 10.7130 -17.5540

Values from the calculation:
orbital gap	9.5	eV
E	-31199.93630	eV
lowest unoccupied orbital energy	-0.2330	eV
energy relative to the best compared isomer or geometry (same formula, charge and spin)	166.8	kJ/mol

=====

[4]
Molecular formula: H30O15
Method: DFT, ωB97M-V/def2-TZVPD

Element x y z (Å)
O1 2.6120 -0.0490 30.1910
H1 3.5000 0.0650 30.5120
H2 2.1040 0.2660 30.9820
O2 4.5580 -2.8970 30.4690
H3 3.7530 -2.6450 30.7840
H4 4.7160 -3.8820 30.6430
O3 4.8870 1.6780 31.0830
H5 4.0410 1.9630 31.3830
H6 5.4730 1.6020 31.7710
O4 1.5210 0.2260 34.1490
H7 1.0090 0.4230 33.2960
H8 1.1650 -0.6290 34.5340
O5 3.9200 2.8770 28.2870
H9 3.7130 1.9980 27.7970
H10 4.1270 2.6030 29.2980
O6 1.8200 -2.0930 30.5520
H11 1.3990 -2.1260 31.3270
H12 1.9290 -1.1390 30.2620
O7 7.1400 0.6810 29.9230
H13 6.9690 -0.1050 29.4030
H14 6.1750 1.0710 29.9890
O8 -0.7150 -0.8890 28.6330
H15 -0.0580 -1.5090 28.2170
H16 -0.0110 -0.3550 28.8380
O9 -0.0210 2.6740 29.9480
H17 0.1900 3.5340 29.4390
H18 0.2330 1.9630 29.3940
O10 0.5810 0.2410 31.7190
H19 0.5280 0.9880 31.1170
H20 -0.1830 -0.2070 31.5210
O11 5.4480 -1.0050 28.8550
H21 5.1640 -1.4910 29.5200
H22 5.3640 -1.3660 27.9680
O12 4.4450 -0.2760 32.9290
H23 5.0620 -0.5970 33.6220
H24 4.2010 0.5320 33.0180
O13 3.5860 0.5140 27.4990
H25 4.0790 -0.0050 28.1050
H26 3.5400 -0.1170 26.9210
O14 0.7020 0.4760 28.4330
H27 0.5970 0.9360 27.5620
H28 1.4330 0.5310 28.8220
O15 2.2560 2.7250 31.9130
H29 2.5260 3.6990 32.0290
H30 1.4800 2.9380 31.3040

Values from the calculation:
orbital gap	9.9	eV
E	-31193.15277	eV
lowest unoccupied orbital energy	-0.1582	eV
energy relative to the best compared isomer or geometry (same formula, charge and spin)	821.4	kJ/mol

=====

[5]
Molecular formula: H30O15
Method: DFT, ωB97M-V/def2-TZVPD

Element x y z (Å)
O1 -2.2332 1.3327 -2.0782
H1 -3.0132 1.7167 -1.5882
H2 -1.7112 0.9827 -1.3702
O2 2.2208 -0.3113 -0.5332
H3 2.9098 -0.0033 0.1158
H4 2.6268 -0.6603 -1.3232
O3 2.3768 3.2657 0.5248
H5 2.6178 3.9507 1.1228
H6 1.8558 2.6397 0.9998
O4 0.1588 2.8197 -1.7312
H7 1.0378 2.4167 -1.7232
H8 -0.2682 2.2807 -2.3982
O5 1.0848 1.0777 1.9148
H9 0.5398 1.3447 2.6438
H10 1.4778 0.2407 2.1258
O6 -0.6742 -2.2273 1.2768
H11 0.1468 -1.8203 1.6198
H12 -1.1862 -2.4883 2.0398
O7 2.7628 2.0787 -1.8492
H13 2.4828 1.2307 -1.5162
H14 2.6278 2.6557 -1.1042
O8 -3.2062 -0.9273 0.0118
H15 -3.9012 -0.2183 -0.0082
H16 -3.0532 -1.0393 -0.9072
O9 1.9998 -1.5523 1.9558
H17 2.7358 -1.4783 2.5528
H18 2.3118 -1.4323 1.0898
O10 -2.2242 0.4147 2.1928
H19 -2.6562 -0.0463 1.4708
H20 -2.9412 0.7517 2.6598
O11 -0.4352 0.0857 -0.2512
H21 0.4498 0.2547 -0.0072
H22 -0.6972 -0.5743 0.4188
O12 0.1878 -1.4393 -2.4102
H23 0.4028 -0.9453 -3.1992
H24 0.0958 -0.8653 -1.6692
O13 -1.5612 2.8377 0.5368
H25 -0.9052 2.6127 -0.1442
H26 -1.6262 1.9787 1.0408
O14 1.0218 -3.4973 -0.6172
H27 1.0818 -2.8583 -1.3092
H28 0.5988 -3.1133 0.1538
O15 -2.0872 -3.8253 -0.5312
H29 -1.7412 -4.5953 -0.0822
H30 -1.6932 -3.0493 -0.1152

Values from the calculation:
orbital gap	9.6	eV
E	-31200.16275	eV
lowest unoccupied orbital energy	-0.5658	eV
energy relative to the best compared isomer or geometry (same formula, charge and spin)	145.0	kJ/mol

=====

[6]
Molecular formula: H30O15
Method: DFT, ωB97M-V/def2-TZVPD

Element x y z (Å)
O1 -26.9435 -36.9129 -49.0694
H1 -26.6931 -37.8037 -48.7449
H2 -26.1733 -36.7097 -49.4659
O2 -21.4969 -39.1306 -46.8996
H3 -21.3524 -39.9883 -46.4356
H4 -20.9096 -39.0656 -47.7183
O3 -23.9248 -38.4726 -48.4094
H5 -23.2624 -38.3205 -47.6842
H6 -23.5976 -37.6027 -49.0108
O4 -25.0493 -39.2733 -45.1221
H7 -24.6116 -39.8054 -45.7581
H8 -25.5226 -38.7624 -45.6141
O5 -24.7396 -40.4961 -49.2018
H9 -24.6051 -40.3615 -50.2833
H10 -24.4904 -39.6791 -48.7654
O6 -21.4310 -37.0698 -44.7666
H11 -21.6565 -37.7510 -45.5083
H12 -20.6183 -37.3358 -44.1829
O7 -27.1978 -39.5100 -48.4959
H13 -26.4165 -39.9739 -48.4609
H14 -27.7351 -39.8636 -49.1496
O8 -24.2272 -36.2529 -49.7087
H15 -23.4075 -35.9159 -49.5449
H16 -24.7220 -35.3793 -49.6086
O9 -21.2778 -35.4539 -47.2376
H17 -21.3337 -36.0799 -47.8385
H18 -21.0361 -35.9768 -46.4544
O10 -22.4789 -41.6882 -48.4019
H19 -22.7089 -42.6368 -48.2853
H20 -23.3551 -41.3900 -48.6428
O11 -24.2163 -35.7718 -46.5163
H21 -23.3594 -35.5339 -46.8474
H22 -24.8020 -35.0310 -46.7090
O12 -26.2248 -37.4149 -46.5999
H23 -26.5986 -37.2972 -47.4690
H24 -25.5090 -36.8333 -46.5176
O13 -21.0842 -36.7880 -49.1803
H25 -20.6812 -36.4126 -50.0833
H26 -21.0382 -37.8385 -49.1953
O14 -23.6675 -41.3064 -46.2822
H27 -23.3565 -41.2314 -47.0965
H28 -24.3833 -41.8682 -46.4442
O15 -24.5011 -37.0867 -52.5448
H29 -24.2703 -36.6970 -51.7079
H30 -25.0209 -36.5552 -53.2637

Values from the calculation:
orbital gap	8.7	eV
E	-31195.21980	eV
lowest unoccupied orbital energy	-0.8459	eV
energy relative to the best compared isomer or geometry (same formula, charge and spin)	621.9	kJ/mol

=====

[7]
Molecular formula: H30O15
Method: DFT, ωB97M-V/def2-TZVPD

Element x y z (Å)
O1 -0.9050 -11.8500 2.1820
H1 -1.1320 -11.8840 3.0810
H2 -1.7580 -12.0170 1.7290
O2 -1.2620 -9.0560 5.7550
H3 -0.3960 -8.7250 5.3980
H4 -1.5300 -8.4400 6.4980
O3 -4.2440 -12.2220 6.8500
H5 -3.8560 -12.9250 6.3110
H6 -3.5520 -11.9500 7.4340
O4 -1.8620 -11.6110 4.9320
H7 -1.6990 -10.7250 5.2850
H8 -2.5830 -11.5470 4.2790
O5 -3.1310 -9.5110 2.4320
H9 -3.2200 -8.6990 3.0140
H10 -3.6640 -9.3060 1.6950
O6 -0.5030 -13.3990 6.6320
H11 -1.3460 -13.0290 6.6660
H12 -0.3790 -13.9140 7.3780
O7 0.7490 -10.8620 7.5670
H13 0.4380 -9.8990 7.7450
H14 0.0300 -11.1840 7.0480
O8 -2.1850 -11.0860 8.0910
H15 -1.7100 -11.2510 8.8920
H16 -2.3740 -10.1380 8.0720
O9 -6.3670 -12.4360 4.6980
H17 -5.4150 -12.3810 4.6270
H18 -6.6480 -11.7260 5.2810
O10 -0.2990 -14.5420 4.1460
H19 -0.7760 -14.2970 4.9790
H20 0.2210 -13.7610 3.8860
O11 -3.4160 -14.2010 5.2690
H21 -4.2320 -14.5420 4.8690
H22 -2.7970 -14.8870 5.3960
O12 1.1140 -12.1940 4.5520
H23 1.2080 -11.4340 4.0270
H24 0.2400 -12.2000 5.0000
O13 -4.6930 -9.8650 5.8420
H25 -4.6670 -10.7640 6.1240
H26 -5.2300 -9.8420 5.0330
O14 -3.1780 -7.8680 4.3690
H27 -2.4350 -8.2580 4.8860
H28 -3.9580 -8.1700 4.7980
O15 -3.9050 -11.9980 3.1730
H29 -3.5780 -11.1280 2.9450
H30 -3.7420 -12.5300 2.3840

Values from the calculation:
orbital gap	9.1	eV
E	-31199.73379	eV
lowest unoccupied orbital energy	-0.7484	eV
energy relative to the best compared isomer or geometry (same formula, charge and spin)	186.4	kJ/mol